Record 1
{
  "formula": "C14H30N2O4S2",
  "method": "the ωB97M-V functional and the def2-TZVPD basis",
  "e_tot_ev": -47826.3219,
  "e_lumo_ha": 0.021,
  "total_charge": 0,
  "relative_energy_kcal_mol": 437.1,
  "symbols": ["S", "S", "O", "O", "O", "O", "N", "N", "C", "C", "C", "C", "C", "C", "C", "C", "C", "C", "C", "C", "C", "C", "H", "H", "H", "H", "H", "H", "H", "H", "H", "H", "H", "H", "H", "H", "H", "H", "H", "H", "H", "H", "H", "H", "H", "H", "H", "H", "H", "H", "H", "H"],
  "positions_angstrom": [[2.960, 1.660, 0.297], [2.761, -1.152, -0.559], [1.910, -2.015, -1.020], [3.914, -0.751, -1.322], [2.015, 2.595, 0.893], [3.933, 1.114, 1.259], [-0.305, -1.044, -0.113], [-0.324, 1.320, 0.384], [-2.483, -1.928, -0.120], [-1.047, -4.003, 0.196], [2.427, -2.508, 1.845], [3.422, -1.760, 0.958], [3.359, 2.314, -1.053], [-2.253, -3.305, -0.394], [1.792, 0.214, -0.139], [0.346, 0.069, 0.201], [-2.040, 2.820, 1.032], [-4.096, 2.071, -0.431], [-2.772, 2.781, -0.375], [2.297, 2.783, -1.990], [-1.353, 1.551, 1.152], [-1.499, -1.213, -1.010], [1.693, -1.519, 2.347], [1.828, -2.987, 1.478], [-3.874, 1.282, -0.199], [-3.370, -3.833, 0.189], [-1.124, -5.045, -0.003], [0.444, 2.082, 0.519], [2.790, -2.777, 2.744], [1.748, 1.842, -2.287], [1.657, 3.457, -1.325], [4.143, 2.855, -0.934], [4.074, -1.105, 1.574], [-2.499, -3.483, -1.542], [2.641, 3.282, -3.221], [-2.952, 2.977, 2.041], [-2.084, 0.589, 0.917], [-2.176, 2.685, -1.027], [-4.775, 2.543, 0.560], [-1.204, -1.538, -1.861], [-4.475, 2.246, -1.596], [-1.090, 1.335, 2.264], [-2.015, 0.035, -1.077], [-2.971, 4.007, -0.533], [-0.107, -3.683, -0.501], [4.080, 1.575, -1.697], [-2.341, -1.825, 1.020], [4.207, -2.832, 0.792], [-3.413, -1.729, -0.344], [-0.882, -3.680, 1.098], [0.328, -1.865, -0.371], [-1.247, 3.494, 1.282]],
  "nbo_charge": [2.24, 2.32, -1.00, -0.97, -1.00, -0.91, -0.69, -0.67, -0.44, -0.60, -0.49, -0.72, -0.85, -0.32, -0.93, 0.63, -0.37, -0.52, -0.35, -0.60, -0.21, -0.15, 0.14, 0.15, 0.14, 0.16, 0.23, 0.44, 0.22, 0.24, 0.24, 0.28, 0.29, 0.20, 0.24, 0.19, 0.15, 0.17, 0.20, 0.19, 0.22, 0.16, 0.18, 0.17, 0.18, 0.32, 0.22, 0.22, 0.21, 0.20, 0.45, 0.22]
}



Record 2
{
  "formula": "C19H20F4N4O2",
  "method": "the ωB97M-V functional and the def2-TZVPD basis",
  "e_tot_ev": -40950.9917,
  "e_lumo_ha": 0.024,
  "total_charge": 0,
  "smiles": "N[C@@H](CC(=O)N1CCC[C@H]1c1noc(C2(F)CC2)n1)Cc1cc(F)c(F)cc1F",
  "relative_energy_kcal_mol": 0.0,
  "symbols": ["F", "F", "F", "F", "O", "O", "N", "N", "N", "N", "C", "C", "C", "C", "C", "C", "C", "C", "C", "C", "C", "C", "C", "C", "C", "C", "C", "C", "C", "H", "H", "H", "H", "H", "H", "H", "H", "H", "H", "H", "H", "H", "H", "H", "H", "H", "H", "H", "H"],
  "positions_angstrom": [[1.802, 2.572, 3.245], [-1.108, 1.534, -6.891], [1.468, 2.306, -7.537], [2.794, 2.072, -3.037], [-1.126, -2.397, -1.037], [1.060, -0.980, 3.910], [-0.151, 0.571, 2.945], [1.136, -0.567, -1.885], [-0.075, -1.642, 3.431], [-1.880, -1.827, 1.006], [2.047, 1.353, 3.710], [-0.159, 1.689, -5.936], [-2.092, -0.939, 2.136], [-2.866, -3.172, 2.707], [0.445, 1.685, -3.589], [-0.499, 1.499, -4.617], [1.117, 2.109, -6.247], [1.772, 2.007, -3.924], [0.959, 0.326, 3.537], [-1.245, -1.516, -0.167], [3.060, 1.237, 4.818], [0.015, 1.528, -2.164], [2.107, 2.236, -5.254], [-0.817, -0.082, -0.449], [-2.375, -3.183, 1.241], [3.500, 1.031, 3.367], [-0.747, -0.684, 2.866], [-0.177, 0.046, -1.859], [-3.126, -1.711, 2.998], [-1.581, -3.930, 1.161], [-1.674, 0.558, -0.452], [-2.593, -0.017, 1.831], [1.050, -1.543, -1.639], [3.848, 0.021, 3.079], [-1.533, 1.318, -4.359], [3.133, 2.460, -5.495], [3.361, 2.174, 5.274], [-0.170, 0.280, 0.313], [-3.740, -3.812, 2.775], [3.054, 0.342, 5.472], [-4.123, -1.475, 2.624], [-0.882, -0.393, -2.560], [-2.138, -3.553, 3.401], [-0.935, 2.083, -1.983], [-3.107, -1.487, 4.083], [-3.201, -3.390, 0.557], [0.774, 1.894, -1.456], [1.570, -0.457, -2.800], [4.048, 1.824, 2.850]],
  "nbo_charge": [-0.30, -0.31, -0.31, -0.32, -0.64, -0.30, -0.49, -0.85, -0.14, -0.43, 0.29, 0.31, -0.08, -0.42, -0.09, -0.24, 0.34, 0.40, 0.50, 0.70, -0.44, -0.42, -0.32, -0.50, -0.21, -0.42, 0.32, -0.02, -0.39, 0.22, 0.22, 0.23, 0.38, 0.23, 0.24, 0.25, 0.24, 0.24, 0.22, 0.24, 0.21, 0.18, 0.22, 0.21, 0.23, 0.20, 0.24, 0.36, 0.24]
}



Record 3
{
  "formula": "C3H10N4O",
  "method": "the ωB97M-V functional and the def2-TZVPD basis",
  "e_tot_ev": -11278.1037,
  "e_lumo_ha": 0.029,
  "total_charge": 0,
  "smiles": "CN(N)C(O)=C(N)N",
  "relative_energy_kcal_mol": 94.5,
  "symbols": ["O", "N", "N", "N", "N", "C", "C", "C", "H", "H", "H", "H", "H", "H", "H", "H", "H", "H"],
  "positions_angstrom": [[0.135, 1.804, 0.622], [-1.396, -0.814, 1.134], [-0.941, -0.428, -0.151], [1.554, -1.453, -0.508], [2.725, 0.542, 0.163], [0.327, 0.609, -0.013], [-1.976, 0.234, -0.928], [1.353, -0.213, 0.021], [-2.373, 1.138, -0.438], [3.277, 0.173, 0.929], [-0.137, 2.466, -0.027], [-1.572, 0.499, -1.904], [0.701, -1.988, -0.576], [-1.945, -0.087, 1.594], [-1.952, -1.660, 1.058], [2.395, -1.903, -0.173], [2.630, 1.543, 0.289], [-2.806, -0.461, -1.092]],
  "nbo_charge": [-0.69, -0.68, -0.33, -0.80, -0.86, 0.23, -0.43, 0.33, 0.16, 0.35, 0.48, 0.20, 0.41, 0.33, 0.35, 0.39, 0.37, 0.19]
}



Record 4
{
  "formula": "C25H25BrN4O5",
  "method": "the ωB97M-V functional and the def2-TZVPD basis",
  "e_tot_ev": -112570.2513,
  "e_lumo_ha": -0.020,
  "total_charge": 0,
  "smiles": "COc1ccc(CCNc2ccc([C@@H](CC(N)=O)NC(=O)c3ccc(Br)cc3)cc2[N+](=O)[O-])cc1",
  "relative_energy_kcal_mol": 0.0,
  "symbols": ["Br", "O", "O", "O", "O", "O", "N", "N", "N", "N", "C", "C", "C", "C", "C", "C", "C", "C", "C", "C", "C", "C", "C", "C", "C", "C", "C", "C", "C", "C", "C", "C", "C", "C", "C", "H", "H", "H", "H", "H", "H", "H", "H", "H", "H", "H", "H", "H", "H", "H", "H", "H", "H", "H", "H", "H", "H", "H", "H", "H"],
  "positions_angstrom": [[0.112, 7.210, -1.586], [-1.274, -1.952, 4.690], [2.439, -0.944, -2.277], [-2.578, -2.257, -0.212], [-2.236, 1.555, 1.490], [3.318, -2.900, -2.325], [-0.105, 0.902, 1.151], [-2.571, -0.383, 3.712], [2.683, -4.664, -0.504], [2.630, -2.041, -1.775], [-0.211, -0.272, 3.322], [0.189, 3.188, -0.594], [2.037, -3.618, 0.055], [-0.778, 3.085, 0.403], [1.101, -6.396, -1.285], [2.024, -2.328, -0.536], [-1.495, 4.217, 0.782], [-0.258, 5.528, -0.779], [-1.394, -0.971, 3.988], [-1.116, 1.794, 1.063], [0.658, -2.703, 1.844], [1.360, -3.735, 1.290], [1.288, -1.284, 0.046], [0.006, -5.382, -1.118], [-0.949, -3.247, -1.733], [-0.312, -0.385, 1.783], [0.449, 4.409, -1.188], [-2.633, -1.091, -1.002], [-1.732, -4.394, 0.225], [0.589, -1.450, 1.213], [2.283, -6.041, -0.350], [-0.863, -5.431, -0.032], [-0.077, -4.295, -1.975], [-1.757, -3.270, -0.603], [-1.234, 5.443, 0.201], [-2.387, -4.414, 1.080], [-3.418, -0.803, 4.056], [-1.783, 6.322, 0.500], [0.137, -2.859, 2.776], [0.719, -0.705, 3.690], [-2.258, 4.120, 1.538], [-3.071, -1.294, -1.984], [3.144, -6.668, -0.592], [-3.270, -0.394, -0.459], [1.453, -6.396, -2.318], [1.193, 4.490, -1.965], [-2.641, 0.372, 3.039], [0.726, 2.317, -0.939], [1.998, -6.234, 0.684], [0.842, 1.197, 0.979], [3.124, -4.445, -1.396], [-0.241, 0.781, 3.605], [1.384, -4.678, 1.809], [-0.970, -2.416, -2.420], [1.277, -0.351, -0.496], [0.565, -4.249, -2.844], [-1.642, -0.646, -1.132], [0.752, -7.398, -1.035], [-0.843, -6.284, 0.631], [-1.343, -0.669, 1.530]],
  "nbo_charge": [0.07, -0.63, -0.41, -0.51, -0.66, -0.43, -0.61, -0.83, -0.59, 0.52, -0.53, -0.12, 0.24, -0.17, -0.43, -0.01, -0.14, -0.06, 0.68, 0.67, -0.08, -0.28, -0.18, -0.06, -0.32, -0.02, -0.26, -0.26, -0.27, -0.12, -0.20, -0.19, -0.19, 0.38, -0.24, 0.23, 0.40, 0.23, 0.23, 0.24, 0.24, 0.18, 0.21, 0.21, 0.21, 0.23, 0.43, 0.21, 0.20, 0.41, 0.43, 0.23, 0.22, 0.22, 0.24, 0.22, 0.17, 0.22, 0.21, 0.24]
}



Q: Which formula does entry 1 have?
A: C14H30N2O4S2